[1]
Entry from the Open Molecules 2025 dataset: the molecule C7H11NO7 at a distorted geometry (wB97M-V/def2-TZVPD).

Properties
LUMO ... 0.27 eV
Gap between HOMO and LUMO ... 0.3166 Eh
HOMO ... -8.35 eV
DFT total energy ... -854.64706 hartree
Total charge ... 0

Positions of all 26 atoms, in Å:
1 C 3.014 -0.077 0.233
2 C 0.403 1.031 -0.983
3 C -0.353 -1.629 0.080
4 C 1.555 -0.217 0.286
5 C -1.235 -0.288 0.430
6 C -0.327 0.950 0.357
7 C -2.470 -0.276 -0.572
8 N 0.807 0.622 1.167
9 O 3.781 -0.973 -0.117
10 O 3.568 1.138 0.268
11 O 1.045 -1.522 0.369
12 O 1.171 2.075 -1.290
13 O -0.521 -1.787 -1.282
14 O -1.622 -0.386 1.770
15 O -0.828 2.161 0.738
16 H 0.026 0.394 -1.798
17 H -0.559 -2.696 0.584
18 H -2.490 -1.125 -1.253
19 H -2.469 0.604 -1.119
20 H -3.408 -0.387 -0.109
21 H 0.720 0.218 2.016
22 H 2.910 1.700 0.630
23 H 1.112 2.287 -2.203
24 H -0.326 -2.681 -1.617
25 H -2.273 -1.123 1.803
26 H -1.232 1.988 1.614

Okay, here come the natural (NBO) numbers, in e, for every atom:
1 C 0.689
2 C 0.183
3 C 0.350
4 C 0.259
5 C 0.209
6 C 0.307
7 C -0.657
8 N -0.679
9 O -0.570
10 O -0.638
11 O -0.525
12 O -0.658
13 O -0.750
14 O -0.724
15 O -0.675
16 H 0.208
17 H 0.178
18 H 0.245
19 H 0.221
20 H 0.213
21 H 0.371
22 H 0.487
23 H 0.494
24 H 0.495
25 H 0.483
26 H 0.484



[2]
Entry from the Open Molecules 2025 dataset: the ion C7H11O with charge -2 at a distorted geometry (wB97M-V/def2-TZVPD).

Properties
LUMO (alpha / beta) ... 7.01 / 6.88 eV
Gap between HOMO and LUMO (alpha / beta) ... 0.1559 / 0.2252 Eh
Multiplicity ... 2
HOMO (alpha / beta) ... 2.77 / 0.76 eV
DFT total energy ... -348.35077 hartree
Total charge ... -2

Positions of all 19 atoms, in Å:
1 C 2.411 -0.504 0.840
2 O 3.547 -0.064 1.441
3 C 1.684 0.462 -0.157
4 C 0.533 -0.218 -0.985
5 C -0.820 -0.254 -0.319
6 C -1.495 -1.444 -0.059
7 C -2.751 1.308 0.405
8 C -1.453 1.000 0.051
9 H 2.644 -1.358 0.142
10 H 1.600 -0.829 1.538
11 H 1.135 1.208 0.415
12 H 2.467 0.771 -0.865
13 H 0.834 -1.218 -1.318
14 H 0.426 0.318 -1.956
15 H -1.292 -2.363 -0.605
16 H -2.164 -1.591 0.786
17 H -2.984 2.363 0.291
18 H -3.529 0.545 0.283
19 H -0.792 1.866 0.073

Okay, here come the natural (NBO) numbers, in e, for every atom:
1 C -0.010
2 O -0.997
3 C -0.425
4 C -0.411
5 C -0.116
6 C -0.660
7 C -0.699
8 C -0.270
9 H 0.043
10 H 0.087
11 H 0.189
12 H 0.165
13 H 0.180
14 H 0.159
15 H 0.143
16 H 0.160
17 H 0.149
18 H 0.156
19 H 0.156



[3]
Entry from the Open Molecules 2025 dataset: the ion C7H11O with charge +1 at a distorted geometry (wB97M-V/def2-TZVPD).

Properties
LUMO (alpha / beta) ... -4.92 / -5.13 eV
Gap between HOMO and LUMO (alpha / beta) ... 0.3260 / 0.2633 Eh
HOMO (alpha / beta) ... -13.79 / -12.30 eV
DFT total energy ... -348.06508 hartree
Total charge ... +1

Positions of all 19 atoms, in Å:
1 C 0.256 1.334 -0.040
2 C -0.172 0.152 0.413
3 C 0.284 -2.002 -0.185
4 C -1.533 -0.397 0.570
5 C -2.606 0.250 -0.017
6 C 1.805 1.250 -0.061
7 C 2.112 -0.222 0.225
8 O 0.835 -0.894 0.543
9 H 0.569 -2.952 0.170
10 H 0.409 -1.967 -1.353
11 H -1.477 -1.367 1.182
12 H -3.679 -0.210 -0.026
13 H -2.385 0.782 -1.013
14 H -2.746 1.221 0.614
15 H 2.366 1.995 0.652
16 H -0.356 2.187 0.129
17 H 2.227 1.605 -0.929
18 H 2.626 -0.671 -0.593
19 H 2.708 -0.393 1.182

Okay, here come the natural (NBO) numbers, in e, for every atom:
1 C -0.211
2 C 0.220
3 C -0.076
4 C -0.064
5 C -0.731
6 C -0.464
7 C -0.072
8 O -0.353
9 H 0.194
10 H 0.203
11 H 0.267
12 H 0.289
13 H 0.265
14 H 0.285
15 H 0.262
16 H 0.264
17 H 0.245
18 H 0.234
19 H 0.242



[4]
Entry from the Open Molecules 2025 dataset: the ion C7H11O7 with charge -1 (wB97M-V/def2-TZVPD).

Properties
LUMO ... 3.65 eV
Gap between HOMO and LUMO ... 0.2981 Eh
HOMO ... -4.46 eV
DFT total energy ... -800.12300 hartree
SMILES ... O=C([O-])C(O)(O)CCCC(O)=C(O)O
Total charge ... -1

Positions of all 25 atoms, in Å:
1 O 0.005 1.871 1.237
2 C 0.278 1.585 0.058
3 O -0.269 2.001 -0.989
4 C 1.558 0.718 -0.165
5 O 1.744 0.535 -1.527
6 O 2.634 1.509 0.366
7 C 1.549 -0.613 0.612
8 C 0.820 -1.777 -0.055
9 C -0.677 -1.864 0.267
10 C -1.443 -0.758 -0.384
11 O -1.437 -0.783 -1.759
12 C -2.108 0.203 0.264
13 O -2.701 1.224 -0.454
14 O -2.117 0.321 1.624
15 H 1.050 1.101 -1.931
16 H 2.232 2.081 1.035
17 H 1.128 -0.405 1.599
18 H 2.603 -0.880 0.741
19 H 1.286 -2.711 0.277
20 H 0.949 -1.699 -1.136
21 H -1.056 -2.820 -0.106
22 H -0.841 -1.814 1.343
23 H -1.750 0.087 -2.049
24 H -1.967 1.848 -0.691
25 H -1.471 1.040 1.822

Okay, here come the natural (NBO) numbers, in e, for every atom:
1 O -0.790
2 C 0.751
3 O -0.793
4 C 0.393
5 O -0.735
6 O -0.743
7 C -0.438
8 C -0.401
9 C -0.438
10 C 0.179
11 O -0.708
12 C 0.470
13 O -0.768
14 O -0.740
15 H 0.503
16 H 0.481
17 H 0.218
18 H 0.208
19 H 0.186
20 H 0.230
21 H 0.196
22 H 0.224
23 H 0.494
24 H 0.510
25 H 0.511



[5]
Entry from the Open Molecules 2025 dataset: the molecule C7H12 (wB97M-V/def2-TZVPD).

Properties
LUMO ... 1.08 eV
Gap between HOMO and LUMO ... 0.3828 Eh
HOMO ... -9.33 eV
DFT total energy ... -273.86183 hartree
SMILES ... CC#CCCCC
Total charge ... 0

Positions of all 19 atoms, in Å:
1 C -0.046 0.108 4.064
2 C -0.496 -0.070 2.682
3 C -0.848 -0.211 1.538
4 C -1.137 -0.344 0.105
5 C 0.108 -0.002 -0.724
6 C -0.085 -0.148 -2.231
7 C 1.179 0.242 -2.996
8 H 0.962 0.537 4.086
9 H -0.016 -0.848 4.596
10 H -0.710 0.783 4.614
11 H -1.969 0.317 -0.174
12 H -1.466 -1.367 -0.118
13 H 0.415 1.025 -0.487
14 H 0.931 -0.651 -0.399
15 H -0.928 0.474 -2.562
16 H -0.357 -1.187 -2.464
17 H 1.369 1.319 -2.917
18 H 2.055 -0.275 -2.586
19 H 1.108 -0.010 -4.059

Okay, here come the natural (NBO) numbers, in e, for every atom:
1 C -0.679
2 C -0.008
3 C -0.023
4 C -0.464
5 C -0.375
6 C -0.396
7 C -0.602
8 H 0.232
9 H 0.232
10 H 0.232
11 H 0.223
12 H 0.223
13 H 0.201
14 H 0.201
15 H 0.195
16 H 0.194
17 H 0.203
18 H 0.202
19 H 0.210



[6]
Entry from the Open Molecules 2025 dataset: a structure of composition C7H12 (wB97M-V/def2-TZVPD).

Properties
LUMO ... 0.58 eV
Gap between HOMO and LUMO ... 0.3592 Eh
HOMO ... -9.20 eV
DFT total energy ... -273.72098 hartree
Total charge ... 0

Positions of all 19 atoms, in Å:
1 C -2.179 -0.233 -0.329
2 C -1.064 0.658 0.202
3 C -0.082 -0.140 1.160
4 C 1.359 0.349 0.785
5 C 2.403 -0.751 0.654
6 C 0.786 0.938 -0.428
7 C -0.246 1.371 -0.990
8 H -1.771 -1.068 -0.908
9 H -2.753 -0.649 0.510
10 H -2.858 0.331 -0.975
11 H -1.498 1.499 0.751
12 H -0.317 0.001 2.219
13 H -0.152 -1.209 0.929
14 H 1.708 1.129 1.470
15 H 2.056 -1.541 -0.019
16 H 2.598 -1.191 1.638
17 H 3.349 -0.358 0.266
18 H -0.478 0.561 -3.175
19 H -0.863 0.303 -3.760

Okay, here come the natural (NBO) numbers, in e, for every atom:
1 C -0.606
2 C -0.162
3 C -0.388
4 C -0.300
5 C -0.597
6 C 0.099
7 C -0.192
8 H 0.210
9 H 0.207
10 H 0.227
11 H 0.213
12 H 0.219
13 H 0.210
14 H 0.222
15 H 0.215
16 H 0.215
17 H 0.218
18 H 0.021
19 H -0.032



[7]
Entry from the Open Molecules 2025 dataset: the molecule C7H12 (wB97M-V/def2-TZVPD).

Properties
LUMO ... 1.14 eV
Gap between HOMO and LUMO ... 0.3743 Eh
HOMO ... -9.04 eV
DFT total energy ... -273.88715 hartree
SMILES ... C[C@@H]1C=C[C@H](C)C1
Total charge ... 0

Positions of all 19 atoms, in Å:
1 C -2.100 -0.776 -0.031
2 C -1.329 0.540 0.092
3 C -0.619 0.872 -1.200
4 C 0.693 0.670 -1.124
5 C 1.195 0.343 0.261
6 C 2.178 -0.874 0.209
7 C -0.152 0.475 1.100
8 H -1.396 -1.614 -0.057
9 H -2.788 -0.937 0.807
10 H -2.686 -0.792 -0.956
11 H -2.042 1.335 0.357
12 H -1.143 1.221 -2.090
13 H 1.373 0.683 -1.970
14 H 1.803 1.183 0.625
15 H 2.204 -1.315 -0.796
16 H 2.012 -1.697 0.917
17 H 3.200 -0.509 0.375
18 H -0.106 1.459 1.580
19 H -0.298 -0.266 1.900

Okay, here come the natural (NBO) numbers, in e, for every atom:
1 C -0.598
2 C -0.258
3 C -0.191
4 C -0.182
5 C -0.261
6 C -0.612
7 C -0.389
8 H 0.204
9 H 0.207
10 H 0.207
11 H 0.203
12 H 0.210
13 H 0.205
14 H 0.204
15 H 0.207
16 H 0.214
17 H 0.210
18 H 0.209
19 H 0.210



[8]
Entry from the Open Molecules 2025 dataset: the molecule C7H12 at a distorted geometry (wB97M-V/def2-TZVPD).

Properties
LUMO ... 0.84 eV
Gap between HOMO and LUMO ... 0.3349 Eh
HOMO ... -8.27 eV
DFT total energy ... -273.84267 hartree
SMILES ... C=C/C=C(/C)CC
Total charge ... 0

Positions of all 19 atoms, in Å:
1 C -2.680 1.895 0.225
2 C -1.521 1.250 0.360
3 C -1.014 0.249 -0.584
4 C 0.112 -0.468 -0.511
5 C 0.684 -1.224 -1.664
6 C 0.638 -0.736 0.870
7 C 2.050 -0.207 1.239
8 H -2.790 2.921 0.556
9 H -3.456 1.401 -0.376
10 H -0.810 1.716 1.029
11 H -1.703 0.255 -1.419
12 H 0.328 -2.245 -1.780
13 H 1.798 -1.280 -1.652
14 H 0.579 -0.706 -2.644
15 H 0.740 -1.843 0.868
16 H -0.078 -0.553 1.730
17 H 2.002 0.878 1.292
18 H 2.610 -0.621 0.358
19 H 2.511 -0.681 2.103

Okay, here come the natural (NBO) numbers, in e, for every atom:
1 C -0.387
2 C -0.210
3 C -0.232
4 C 0.033
5 C -0.655
6 C -0.432
7 C -0.605
8 H 0.205
9 H 0.186
10 H 0.192
11 H 0.197
12 H 0.224
13 H 0.217
14 H 0.227
15 H 0.208
16 H 0.213
17 H 0.207
18 H 0.199
19 H 0.213



[9]
Entry from the Open Molecules 2025 dataset: the molecule C7H12 at a distorted geometry (wB97M-V/def2-TZVPD).

Properties
LUMO ... 1.17 eV
Gap between HOMO and LUMO ... 0.3846 Eh
HOMO ... -9.29 eV
DFT total energy ... -273.82406 hartree
SMILES ... CC[C@H]1C[C@H]2C[C@@H]12
Total charge ... 0

Positions of all 19 atoms, in Å:
1 C 1.416 0.401 -1.364
2 C 1.324 -0.707 -0.179
3 C 0.208 -0.655 0.886
4 C -0.201 0.774 1.329
5 C -1.575 0.543 0.700
6 C -1.473 0.054 -0.719
7 C -1.231 -0.902 0.392
8 H 2.291 0.135 -1.950
9 H 1.595 1.375 -0.892
10 H 0.678 0.653 -2.150
11 H 1.408 -1.762 -0.497
12 H 2.275 -0.489 0.310
13 H 0.412 -1.306 1.750
14 H 0.421 1.582 0.926
15 H -0.251 0.892 2.416
16 H -2.503 0.947 1.087
17 H -2.379 -0.031 -1.307
18 H -0.600 0.299 -1.295
19 H -1.814 -1.804 0.557

Okay, here come the natural (NBO) numbers, in e, for every atom:
1 C -0.630
2 C -0.394
3 C -0.210
4 C -0.399
5 C -0.220
6 C -0.440
7 C -0.234
8 H 0.213
9 H 0.206
10 H 0.207
11 H 0.208
12 H 0.206
13 H 0.215
14 H 0.191
15 H 0.210
16 H 0.214
17 H 0.220
18 H 0.220
19 H 0.217



[10]
Entry from the Open Molecules 2025 dataset: the molecule C7H12 at a distorted geometry (wB97M-V/def2-TZVPD).

Properties
LUMO ... 1.04 eV
Gap between HOMO and LUMO ... 0.3674 Eh
HOMO ... -8.96 eV
DFT total energy ... -273.81300 hartree
SMILES ... C=C(C)C(=C)CC
Total charge ... 0

Positions of all 19 atoms, in Å:
1 C 0.141 2.070 0.962
2 C 0.361 1.031 0.142
3 C 1.406 1.089 -0.966
4 C -0.674 -0.039 -0.193
5 C -1.961 0.107 -0.232
6 C -0.256 -1.446 -0.527
7 C 0.141 -1.973 0.826
8 H -0.572 2.241 1.673
9 H 0.757 3.042 0.983
10 H 1.796 0.188 -1.410
11 H 1.149 1.763 -1.688
12 H 2.345 1.584 -0.465
13 H -2.579 -0.742 -0.359
14 H -2.581 1.023 -0.080
15 H 0.589 -1.386 -1.208
16 H -0.956 -2.111 -1.118
17 H -0.590 -2.630 1.351
18 H 0.354 -1.301 1.646
19 H 1.130 -2.511 0.665

Okay, here come the natural (NBO) numbers, in e, for every atom:
1 C -0.367
2 C -0.021
3 C -0.638
4 C -0.013
5 C -0.384
6 C -0.437
7 C -0.624
8 H 0.199
9 H 0.191
10 H 0.217
11 H 0.221
12 H 0.210
13 H 0.185
14 H 0.192
15 H 0.203
16 H 0.221
17 H 0.217
18 H 0.221
19 H 0.206



Question: The highest DFT total energy belongs to which entry?
Answer: number 6



Question: Among the records above, which one has the lowest total charge?
Answer: number 2



What did the seventh record say?
Entry from the Open Molecules 2025 dataset: the molecule C7H12 (wB97M-V/def2-TZVPD).

Properties
LUMO ... 1.14 eV
Gap between HOMO and LUMO ... 0.3743 Eh
HOMO ... -9.04 eV
DFT total energy ... -273.88715 hartree
SMILES ... C[C@@H]1C=C[C@H](C)C1
Total charge ... 0

Positions of all 19 atoms, in Å:
1 C -2.100 -0.776 -0.031
2 C -1.329 0.540 0.092
3 C -0.619 0.872 -1.200
4 C 0.693 0.670 -1.124
5 C 1.195 0.343 0.261
6 C 2.178 -0.874 0.209
7 C -0.152 0.475 1.100
8 H -1.396 -1.614 -0.057
9 H -2.788 -0.937 0.807
10 H -2.686 -0.792 -0.956
11 H -2.042 1.335 0.357
12 H -1.143 1.221 -2.090
13 H 1.373 0.683 -1.970
14 H 1.803 1.183 0.625
15 H 2.204 -1.315 -0.796
16 H 2.012 -1.697 0.917
17 H 3.200 -0.509 0.375
18 H -0.106 1.459 1.580
19 H -0.298 -0.266 1.900

Okay, here come the natural (NBO) numbers, in e, for every atom:
1 C -0.598
2 C -0.258
3 C -0.191
4 C -0.182
5 C -0.261
6 C -0.612
7 C -0.389
8 H 0.204
9 H 0.207
10 H 0.207
11 H 0.203
12 H 0.210
13 H 0.205
14 H 0.204
15 H 0.207
16 H 0.214
17 H 0.210
18 H 0.209
19 H 0.210